{"formula": "C5H20F4HfN10O5", "method": "the ωB97M-V functional and the def2-TZVPD basis", "e_homo_ev": -8.64, "charge": 0, "energy_ev": -42836.3986, "e_lumo_ev": 0.2, "spin_multiplicity": 1, "largest_force_ev_per_a": 3.23, "symbols": ["Hf", "F", "F", "F", "F", "O", "O", "O", "O", "O", "N", "N", "N", "N", "N", "N", "N", "N", "N", "N", "C", "C", "C", "C", "C", "H", "H", "H", "H", "H", "H", "H", "H", "H", "H", "H", "H", "H", "H", "H", "H", "H", "H", "H", "H"], "positions_angstrom": [[-0.2521, -1.0786, -0.1535], [1.2516, -1.1158, 1.5347], [-0.3262, -1.3786, -2.3373], [-0.5312, -3.2949, -0.0864], [-2.4190, -0.8844, -0.2776], [-1.2402, -1.6767, 1.9148], [1.7671, -2.2220, -0.9575], [-1.0303, 1.0916, -1.6385], [1.3818, 0.4188, -0.7334], [-0.6032, 1.0776, 1.0734], [-1.7515, 3.1569, -2.3338], [-1.6826, -0.5881, 3.8374], [1.6398, -4.4514, -0.9655], [-0.7097, -2.6945, 3.8618], [-2.5803, 1.2024, -3.2932], [3.4932, -3.4020, -1.8944], [-1.0183, 2.2892, 2.9473], [1.9545, 1.9468, -2.2834], [-1.8686, 2.9685, 0.8844], [3.0681, 1.8872, -0.2615], [-1.1924, -1.6458, 3.1352], [-1.1148, 2.0668, 1.5625], [-1.7758, 1.7666, -2.3218], [2.0311, 1.4126, -1.0101], [2.3032, -3.2860, -1.2192], [3.4031, 1.4158, 0.5602], [1.2875, 1.4705, -2.8712], [3.9195, -4.3028, -1.9803], [-1.4897, -0.5078, 4.8198], [-2.4826, 3.6559, -2.8033], [1.9209, -5.3086, -1.3971], [2.2065, 2.9042, -2.4418], [-2.6735, 0.1978, -3.2932], [-2.4269, 3.6623, 1.3415], [0.7057, -4.2699, -0.5708], [3.7573, 2.4370, -0.7411], [-0.9636, 3.6359, -1.9431], [-0.3702, -2.5394, 4.7900], [-0.0961, 2.1783, 3.3323], [-0.4004, -3.4511, 3.2751], [-2.1364, 0.2068, 3.4358], [-1.9344, 2.8581, -0.1153], [-3.3912, 1.7628, -3.4993], [-1.5947, 3.0122, 3.3426], [3.9646, -2.5843, -2.2254]], "nbo_charge": [2.6809, -0.7989, -0.7727, -0.7596, -0.7644, -0.6678, -0.6746, -0.6218, -0.6588, -0.6331, -0.8848, -0.8318, -0.8586, -0.8329, -0.8297, -0.8465, -0.8696, -0.8500, -0.8384, -0.8305, 0.8349, 0.8151, 0.7897, 0.8300, 0.8131, 0.4238, 0.4320, 0.3848, 0.3730, 0.3922, 0.3726, 0.3837, 0.4398, 0.3911, 0.4659, 0.3842, 0.4074, 0.3855, 0.4122, 0.4270, 0.4168, 0.4243, 0.3682, 0.3748, 0.4015]}



{"formula": "C10H5GdNO5S", "method": "the ωB97M-V functional and the def2-TZVPD basis", "e_homo_ev": [-20.06, -19.87], "charge": 3, "energy_ev": -53812.3143, "e_lumo_ev": [-14.4, -14.1], "spin_multiplicity": 8, "largest_force_ev_per_a": 11.34, "symbols": ["Gd", "S", "O", "O", "O", "O", "O", "N", "C", "C", "C", "C", "C", "C", "C", "C", "C", "C", "H", "H", "H", "H", "H"], "positions_angstrom": [[0.0792, 0.0750, 0.0130], [-1.8303, -1.4748, -1.4427], [2.9124, 2.6859, 0.6250], [-0.3427, -0.5645, 3.2683], [0.1809, 0.4148, -3.3061], [2.1871, -2.4977, -0.1985], [-2.3548, 2.3428, 0.1606], [-3.4233, -2.0043, 0.7525], [-3.5146, -4.0394, 1.9209], [-2.4783, -4.5705, 1.1475], [2.0688, 1.9083, 0.4441], [-4.0038, -2.7456, 1.7304], [-0.1733, -0.3220, 2.1518], [-2.4074, -2.4617, -0.0377], [0.2243, 0.3660, -2.1586], [1.4915, -1.5857, -0.1152], [-1.4877, 1.5844, 0.1212], [-1.9106, -3.7838, 0.1376], [-2.1087, -5.5499, 1.2747], [-4.7868, -2.2978, 2.2833], [-3.9604, -4.6345, 2.6786], [-3.7720, -1.0248, 0.5508], [-1.1258, -4.0968, -0.5162]], "lowdin_spin": [6.7486, 0.1924, 0.0006, 0.0080, 0.0095, 0.0078, 0.0086, 0.0059, 0.0170, -0.0020, -0.0129, 0.0115, -0.0035, 0.0012, -0.0068, -0.0037, -0.0040, 0.0213, -0.0004, 0.0004, 0.0007, -0.0003, 0.0003]}



{"formula": "C8H11FO2", "method": "the ωB97M-V functional and the def2-TZVPD basis", "smiles": "C=C/C=C(/F)OC.C#COC", "e_homo_ev": -8.31, "charge": 0, "energy_ev": -15281.4418, "e_lumo_ev": 0.9, "spin_multiplicity": 1, "largest_force_ev_per_a": 3.68, "symbols": ["F", "O", "O", "C", "C", "C", "C", "C", "C", "C", "C", "H", "H", "H", "H", "H", "H", "H", "H", "H", "H", "H"], "positions_angstrom": [[-1.6087, 0.7203, -1.4536], [-1.5592, -0.4886, 0.4534], [1.6972, -0.7285, -2.1599], [-0.5418, 1.6806, 0.4761], [-2.6201, -1.3470, 0.0185], [0.9716, -2.4364, -0.5893], [0.5752, 0.8240, 2.4430], [1.3566, -1.6146, -1.3357], [2.3291, 0.4451, -1.6257], [0.1556, 1.8733, 1.7417], [-1.2547, 0.6911, -0.1323], [2.4956, 1.0363, -2.5737], [3.3310, 0.1817, -1.2045], [0.2815, -0.1618, 2.0981], [-0.4322, 2.4879, -0.3045], [-2.8627, -2.0231, 0.8046], [-2.3635, -1.8128, -0.9386], [0.3090, 2.9695, 2.0923], [-3.5694, -0.8167, -0.1479], [1.6445, 0.8564, -0.9437], [1.1630, 0.8500, 3.3313], [0.5026, -3.1869, -0.0493]], "nbo_charge": [-0.3334, -0.5164, -0.4895, -0.4218, -0.2518, -0.4141, -0.3787, 0.3274, -0.2417, -0.2226, 0.7035, 0.1993, 0.1886, 0.2055, 0.2235, 0.2007, 0.1961, 0.2181, 0.1811, 0.2008, 0.1986, 0.2269]}



{"formula": "C14H17F3N2Ni", "method": "the ωB97M-V functional and the def2-TZVPD basis", "e_homo_ev": [-7.30, -8.40], "charge": 0, "energy_ev": -66963.9612, "e_lumo_ev": [-0.2, -0.3], "spin_multiplicity": 3, "largest_force_ev_per_a": 2.80, "symbols": ["Ni", "F", "F", "F", "N", "N", "C", "C", "C", "C", "C", "C", "C", "C", "C", "C", "C", "C", "C", "C", "H", "H", "H", "H", "H", "H", "H", "H", "H", "H", "H", "H", "H", "H", "H", "H", "H"], "positions_angstrom": [[-1.5972, 0.2384, 0.0642], [-0.3079, 1.0207, 2.7572], [0.5974, -0.8267, 1.9938], [1.1529, 1.0700, 1.1401], [-0.0045, -1.3765, -0.5685], [0.6655, 1.1518, -1.4892], [2.0462, -2.2826, -1.3925], [0.0647, 0.3809, 1.5889], [2.6831, 0.4444, -2.5008], [1.1545, -1.2001, -1.2455], [-0.3421, -2.5850, -0.1164], [2.0583, 2.7832, -2.5133], [-1.6660, 2.2106, 0.3156], [-2.2115, -0.7213, 1.5903], [-2.0534, 0.9570, -1.6572], [0.8959, 2.4040, -1.8327], [2.9564, 1.7712, -2.8585], [1.5025, 0.1516, -1.7628], [1.7254, -3.5369, -0.8766], [0.4997, -3.6975, -0.2357], [-2.8317, 0.0550, 2.0781], [-2.1852, 0.0444, -2.2490], [-1.5261, -1.1609, 2.3245], [-0.6230, 2.5257, 0.5009], [0.1809, -4.6470, 0.1904], [3.3590, -0.3672, -2.7629], [-2.2428, 2.2198, 1.2554], [-3.0251, 1.4902, -1.6263], [0.1271, 3.1370, -1.5781], [2.2081, 3.8362, -2.7389], [-1.2993, -2.6499, 0.4021], [2.4137, -4.3762, -0.9832], [3.8718, 2.0202, -3.3932], [-2.1265, 2.9059, -0.4168], [2.9903, -2.1084, -1.9029], [-1.3402, 1.6193, -2.1387], [-2.9003, -1.4984, 1.2036]], "lowdin_spin": [1.3515, 0.0267, 0.0267, 0.0558, 0.0261, 0.0102, 0.0007, 0.2390, 0.0003, 0.0015, 0.0061, 0.0004, -0.0503, 0.2811, -0.0525, 0.0014, -0.0002, 0.0007, -0.0004, 0.0011, 0.0236, -0.0045, 0.0089, -0.0005, 0.0002, 0.0000, -0.0018, 0.0038, 0.0003, 0.0001, 0.0023, 0.0000, 0.0000, 0.0015, 0.0001, 0.0018, 0.0383]}



{"formula": "C28H20CdN7O5S3", "method": "the ωB97M-V functional and the def2-TZVPD basis", "e_homo_ev": [-1.64, -2.52], "charge": -2, "energy_ev": -87102.6089, "e_lumo_ev": [4.2, 4.2], "spin_multiplicity": 2, "largest_force_ev_per_a": 2.26, "symbols": ["Cd", "S", "S", "S", "O", "O", "O", "O", "O", "N", "N", "N", "N", "N", "N", "N", "C", "C", "C", "C", "C", "C", "C", "C", "C", "C", "C", "C", "C", "C", "C", "C", "C", "C", "C", "C", "C", "C", "C", "C", "C", "C", "C", "C", "H", "H", "H", "H", "H", "H", "H", "H", "H", "H", "H", "H", "H", "H", "H", "H", "H", "H", "H", "H"], "positions_angstrom": [[0.7503, -1.1065, -0.3014], [-0.5709, 5.1665, 1.0346], [1.2046, 3.1776, 2.4144], [1.3378, -1.9547, -2.7884], [4.1243, -3.6799, 0.9119], [2.0826, -3.0627, 0.2106], [1.8099, 0.6294, -1.4570], [6.3780, -1.1640, 3.5144], [5.7765, -2.9757, 2.3696], [1.5690, 0.7157, -2.7395], [-2.0861, -2.0228, 0.5143], [2.5188, -0.5423, 1.1307], [2.9637, 0.5446, 1.7828], [-1.4051, -0.5752, -1.2498], [-1.0990, 2.6202, 1.0741], [-0.9257, -1.7833, 1.0840], [-1.7357, 0.0359, -2.3879], [-0.3793, -3.5529, 4.8530], [-4.0439, 4.6959, -1.0207], [-2.9659, 5.3673, -0.4603], [1.1126, -0.1891, -4.8758], [-1.4135, -3.9882, 4.0316], [-1.6251, -3.4163, 2.7885], [1.3453, -0.4118, -3.5010], [-3.5554, -1.6473, -1.2954], [4.4138, -1.0407, 2.2201], [5.6158, -1.7253, 2.7500], [1.3153, 2.1738, -4.6054], [1.0992, 1.0652, -5.4289], [-2.0068, 4.6362, 0.2280], [1.5415, 1.9566, -3.2734], [3.1747, -2.8660, 0.7703], [0.2348, -1.9405, 3.1721], [-0.7888, -2.3889, 2.3336], [3.3979, -1.5028, 1.3675], [-3.8628, -1.0214, -2.4714], [-3.2015, 2.5815, -0.1953], [4.0880, 0.2776, 2.4569], [-0.2072, 3.4584, 1.5054], [-2.9338, -0.1397, -3.0437], [0.4388, -2.5193, 4.4119], [-2.1088, 3.2379, 0.3686], [-2.3042, -1.4048, -0.6746], [-4.1561, 3.3114, -0.8840], [1.7044, 2.7384, -2.5466], [-3.1385, 0.3968, -3.9588], [-4.7995, 5.2505, -1.5639], [-4.8187, -1.2000, -2.9512], [0.9270, -1.0692, -5.4747], [-0.9998, 0.7235, -2.7883], [0.8483, -1.1114, 2.8475], [1.2996, 3.1857, -4.9828], [0.9111, 1.1920, -6.4875], [4.9712, -3.2922, 1.8081], [-0.2105, -4.0137, 5.8185], [-4.9981, 2.7951, -1.3288], [-3.2863, 1.5090, -0.0879], [-4.2366, -2.3280, -0.8031], [-2.0644, -4.7895, 4.3644], [-2.8723, 6.4419, -0.5609], [-2.4252, -3.7524, 2.1447], [4.5945, 1.0193, 3.0488], [1.2425, -2.1541, 5.0398], [2.4336, 1.4287, 1.8175]], "lowdin_spin": [0.0031, 0.0001, 0.0000, 0.0030, 0.0000, 0.0016, -0.0003, 0.0000, 0.0000, 0.0005, 0.2319, -0.0007, -0.0001, 0.0868, 0.0005, 0.3226, 0.0012, 0.0548, 0.0000, 0.0000, 0.0003, -0.0036, 0.0481, 0.0000, 0.0424, 0.0000, 0.0000, 0.0003, 0.0002, 0.0000, 0.0001, 0.0002, 0.0454, 0.0106, 0.0002, 0.0191, 0.0001, 0.0000, 0.0000, 0.0774, -0.0028, 0.0000, 0.0462, 0.0002, 0.0000, 0.0053, 0.0000, -0.0006, 0.0000, -0.0014, 0.0017, 0.0000, 0.0000, 0.0000, 0.0040, 0.0000, -0.0003, 0.0008, -0.0017, 0.0000, 0.0047, 0.0000, -0.0016, 0.0000]}



- Number 2 is which compound?
  C10H5GdNO5S



- Number 1 is which compound?
  C5H20F4HfN10O5